A molecular structure, C16H11BrN2O2PtS, computed with the ωB97M-V functional and the def2-TZVPD basis.

Properties
LUMO energy (alpha / beta) = -0.03465 / -0.09489 Eh
Orbital gap (alpha / beta) = 6.65 / 6.09 eV
Total charge = 0
Multiplicity = 3
⟨S²⟩ = 2.030

XYZ file:
```
34
C16H11BrN2O2PtS the ωB97M-V functional and the def2-TZVPD basis
Pt -0.42106 0.73854 -0.00001
Br 4.78969 0.07578 0.00008
C 4.07064 1.84189 0.00004
C 5.01115 2.85666 0.00003
C 4.54737 4.15861 0.00001
C 3.18273 4.36486 -0.00001
C 2.32273 3.27166 0.00000
N 2.75965 2.00589 0.00002
C 0.82277 3.63081 -0.00002
O 0.58191 4.82578 -0.00004
O -0.08814 2.72901 -0.00002
H 6.06656 2.62867 0.00005
H 5.24156 4.98844 0.00000
H 2.73547 5.34695 -0.00003
C 1.25148 -1.88805 -0.00003
C -0.19016 -2.24490 -0.00002
C -0.59763 -3.59015 -0.00002
C -1.92516 -3.89468 -0.00001
C -2.87513 -2.85598 0.00000
C -4.26273 -3.11919 0.00001
C -5.15809 -2.08376 0.00002
C -4.70136 -0.76334 0.00002
C -3.34833 -0.45905 0.00001
S -2.85523 1.19180 0.00001
C -2.40128 -1.52248 0.00000
N -1.06523 -1.24194 -0.00001
H 1.89264 -2.76724 -0.00004
H 1.47987 -1.28401 0.87894
H 1.47985 -1.28401 -0.87901
H 0.15692 -4.36354 -0.00002
H -2.27219 -4.92096 -0.00001
H -4.59893 -4.14810 0.00001
H -6.22234 -2.27834 0.00003
H -5.41003 0.05438 0.00003
```

Atom charges from the natural (NBO) analysis, given in e for atoms 1 to 8: Pt 0.6572; Br 0.0215; C 0.1528; C -0.2789; C -0.1608; C -0.2140; C 0.0959; N -0.4441


A molecular structure, C41H49BrN4OP2Tl, computed with the ωB97M-V functional and the def2-TZVPD basis.

Properties
LUMO energy = 0.07958 Eh
Orbital gap = 5.91 eV
Total charge = -1
Multiplicity = 1

XYZ file:
```
99
C41H49BrN4OP2Tl the ωB97M-V functional and the def2-TZVPD basis
Tl 0.38113 0.49383 -0.44103
C 0.96583 0.61569 4.68828
C -0.42235 0.80354 4.08880
C -1.22586 -0.48639 4.20589
P -0.28110 1.22605 2.26172
C 0.27318 3.05240 2.25400
C 0.04744 3.93445 3.47888
C 1.76313 3.06296 1.90133
C -2.05844 1.32329 1.83960
C -2.88149 2.23801 2.48133
C -4.22957 2.36699 2.19269
C -5.08579 3.36073 2.92701
C -4.74506 1.57581 1.16817
C -3.95798 0.64660 0.53000
C -2.60388 0.42920 0.87799
N -1.82271 -0.52036 0.29169
C -2.28586 -1.73714 -0.05072
C -3.51437 -2.27345 0.41673
C -3.96754 -3.51883 0.06093
C -3.22343 -4.34921 -0.77517
C -3.67440 -5.73938 -1.12702
C -1.98495 -3.88583 -1.17961
C -1.49804 -2.63115 -0.83646
P 0.25079 -2.26726 -1.15766
C 0.36132 -2.22522 -3.05175
C -0.20416 -3.35200 -3.90636
C 1.80497 -1.90977 -3.43946
C 1.14647 -3.80640 -0.49515
C 1.55171 -4.93005 -1.44303
C 0.37501 -4.37172 0.69462
H 0.89307 0.34306 5.74136
H 1.55970 1.52367 4.61576
H 1.48839 -0.17867 4.15986
H -0.94799 1.61035 4.61152
H -0.79266 -1.24434 3.55617
H -2.25834 -0.32641 3.90296
H -1.21900 -0.84706 5.23498
H -0.27913 3.48316 1.40664
H 0.50242 3.50190 4.36570
H -1.00685 4.10767 3.67711
H 0.51731 4.90451 3.30568
H 2.35856 2.63220 2.70418
H 2.10992 4.08085 1.72294
H 1.94901 2.47716 1.00093
H -2.46479 2.86183 3.25838
H -4.59226 3.67561 3.84556
H -6.05589 2.93242 3.18296
H -5.26042 4.24544 2.30916
H -5.78546 1.68385 0.88054
H -4.38042 0.06187 -0.27561
H -4.09935 -1.69370 1.11680
H -4.91886 -3.87074 0.44412
H -4.76095 -5.80309 -1.17027
H -3.32447 -6.45030 -0.37283
H -3.26687 -6.04758 -2.09008
H -1.35666 -4.53987 -1.76732
H -0.24101 -1.32431 -3.25398
H 0.33722 -4.27953 -3.74963
H -0.11563 -3.08644 -4.96149
H -1.25621 -3.51006 -3.68656
H 2.45053 -2.76948 -3.27933
H 2.18792 -1.08830 -2.83461
H 1.87276 -1.62972 -4.49055
H 2.07240 -3.35860 -0.10893
H 0.68873 -5.41899 -1.89029
H 2.09570 -5.68588 -0.87232
H 2.20292 -4.56624 -2.23340
H -0.44835 -4.99749 0.35846
H -0.03727 -3.55648 1.28467
H 1.03234 -4.96659 1.32828
Br 5.55984 4.89849 5.20625
C 5.81780 3.08718 4.64610
C 7.01818 2.72026 4.06233
C 7.22823 1.40462 3.71942
C 6.24096 0.43023 3.93505
C 5.01026 0.84977 4.47913
C 4.81005 2.16006 4.85313
N 6.59544 -0.88949 3.89321
N 5.85757 -1.86554 3.61507
C 4.71680 -1.77876 2.89229
C 3.67125 -2.64530 3.25151
C 2.40103 -2.48784 2.77156
C 2.06958 -1.51004 1.78758
O 0.90532 -1.30222 1.37647
C 3.19807 -0.75882 1.24848
N 2.94752 0.00838 0.18257
C 3.93694 0.64724 -0.40026
C 5.26344 0.52240 0.00802
C 5.54125 -0.25027 1.10864
C 4.49604 -0.88568 1.79622
H 7.78477 3.46088 3.88896
H 8.16277 1.10429 3.27106
H 4.22543 0.12580 4.64558
H 3.87789 2.46155 5.30832
H 3.87668 -3.36902 4.02709
H 1.60651 -3.10758 3.15767
H 3.67289 1.26685 -1.24705
H 6.05487 1.01509 -0.53660
H 6.56008 -0.40492 1.42914
```

Atom charges from the natural (NBO) analysis, given in e for atoms 1 to 8: Tl 0.5565; C -0.6079; C -0.4985; C -0.6166; P 0.8830; C -0.5077; C -0.6079; C -0.5986


2 unconnected molecules or ions with the total composition CH7N3P, computed with the ωB97M-V functional and the def2-TZVPD basis.

Properties
LUMO energy = -0.16819 Eh
Orbital gap = 9.52 eV
Total charge = +1
Multiplicity = 1

XYZ file:
```
12
CH7N3P the ωB97M-V functional and the def2-TZVPD basis
C 1.90580 -0.44877 -0.09754
N 0.91395 0.34141 0.23917
N -1.70298 0.40495 0.07731
N 1.86886 -1.44504 -0.94031
P -2.93864 1.10137 0.49786
H 0.90143 1.09462 0.84289
H -0.20368 0.36561 -0.10937
H 2.94757 -0.29590 0.11682
H 0.94149 -1.61166 -1.26527
H 2.55345 -2.23898 -0.78012
H -4.13950 0.43838 0.20121
H -3.04775 2.29400 1.21736
```

Atom charges from the natural (NBO) analysis, given in e for atoms 1 to 8: C 0.3921; N -0.7480; N -1.0382; N -0.7221; P 1.1785; H 0.4183; H 0.4552; H 0.2100


A gas-phase ion, C8H18N2 (charge +2), computed with the ωB97M-V functional and the def2-TZVPD basis.

Properties
LUMO energy (alpha / beta) = -0.37999 / -0.39006 Eh
Orbital gap (alpha / beta) = 8.48 / 7.94 eV
Total charge = +2
Multiplicity = 1

XYZ file:
```
28
C8H18N2 the ωB97M-V functional and the def2-TZVPD basis
C -0.82730 0.91902 0.02185
C 0.18527 -1.84193 -0.54167
C -1.24131 -1.25082 -0.56821
C 1.24903 -0.81305 -0.75345
C -1.59480 -0.15868 0.52431
C -3.06137 0.27151 0.52909
C 1.77226 -0.16709 1.46117
C 2.32139 1.34454 -0.33661
N -0.83575 2.00145 -0.61106
N 1.44671 0.31011 0.09264
H 0.38701 -2.23334 0.44555
H 0.39259 -2.74760 -1.22163
H -1.48413 -1.02660 -1.52336
H -1.84951 -2.20677 -0.37122
H 2.19784 -1.30354 -0.93977
H 0.97071 -0.35472 -1.79446
H -1.16742 -0.39192 1.57664
H -3.43779 0.88482 1.32001
H -3.73692 -0.65103 0.29117
H -3.21261 0.85483 -0.34588
H 2.59658 -0.90310 1.49872
H 2.13920 0.55793 2.17268
H 0.84048 -0.51043 1.86247
H 3.35879 0.95212 -0.22478
H 2.07225 1.51461 -1.43653
H 2.17165 2.30011 0.26188
H -1.79426 2.49959 -0.78665
H 0.08100 2.30658 -1.14586
```

Atom charges from the natural (NBO) analysis, given in e for atoms 1 to 8: C 0.8177; C -0.4273; C -0.3980; C -0.2590; C -0.4079; C -0.6000; C -0.4607; C -0.4624


Calculated DFT total energy, -3967.813744; -5315.245432; -547.571968; -424.319314 Ha (same order as the records).